146
Properties=species:S:1:pos:R:3:forces:R:3:lowdin_charge:R:1 method="wB97M-V/def2-TZVPD" orbital_gap_ev=5.79 e_tot_ha=-2868.49949 total_charge=-1 homo_energy_ha=-0.1487
C 7.2443 -3.1069 0.0660 -0.19 -0.17 -0.23 -0.118
O 7.3793 -1.7740 -0.3949 -0.20 -0.37 0.36 -0.208
C 6.2968 -1.0046 0.1144 -0.02 0.54 0.20 -0.239
C 6.3892 0.4311 -0.4000 0.07 -0.10 -0.35 -0.171
C 5.5335 0.7116 -1.6572 0.04 0.22 0.18 -0.202
C 5.0663 2.1760 -1.7176 0.64 -0.07 0.61 -0.210
C 4.0771 2.5359 -0.5923 -0.35 0.31 -0.30 -0.219
C 2.6275 2.7148 -1.0596 -0.22 0.00 0.51 -0.220
C 1.7391 3.2921 0.0647 -0.11 -0.55 -0.61 -0.218
C 0.2515 2.9719 -0.1647 0.31 -0.16 0.20 -0.216
C -0.6394 3.5644 0.9334 0.31 0.62 0.17 -0.228
C -0.5838 2.8374 2.2964 -0.26 0.14 -0.12 -0.199
C -1.7980 1.9301 2.6055 0.48 0.01 -0.11 -0.189
C -2.3294 1.1708 1.3817 -0.15 0.14 0.99 -0.154
C -3.2227 -0.0243 1.7372 0.54 -0.60 -1.11 -0.326
O -2.4437 -1.1741 1.9585 0.05 0.30 0.29 -0.080
B -3.1591 -2.3667 1.4104 -0.67 -0.27 -0.37 -0.568
O -4.4210 -1.7743 0.7591 0.23 0.32 0.42 -0.116
C -4.1007 -0.4382 0.5286 -0.11 0.26 0.14 -0.352
C -3.4199 -0.2822 -0.8504 -0.08 0.49 -0.70 -0.153
C -3.9640 -1.2712 -1.8901 0.68 0.22 0.49 -0.199
C -3.4685 -0.9559 -3.3031 -0.52 -0.23 -0.38 -0.165
C -3.7399 -2.1113 -4.2908 -0.47 -0.13 -0.16 -0.158
O -2.5377 -2.6174 -4.9282 -0.30 1.35 -0.64 -0.031
C -1.7585 -3.3337 -4.1380 1.63 1.54 -2.86 -0.421
O -2.1272 -3.9362 -3.2326 -1.38 -2.67 4.22 0.130
H 7.0005 -3.1398 1.1367 0.05 0.04 -0.10 0.089
H 8.1700 -3.6684 -0.0906 -0.03 0.27 -0.11 0.067
H 6.4420 -3.6088 -0.4927 0.06 -0.04 0.17 0.095
H 6.3321 -1.0215 1.2160 0.10 -0.02 -0.14 0.121
H 5.3252 -1.4403 -0.1650 0.19 -0.11 -0.09 0.124
H 7.4376 0.6192 -0.6637 -0.09 0.01 0.21 0.118
H 6.1453 1.1276 0.4076 -0.11 -0.11 -0.08 0.105
H 4.6570 0.0512 -1.6657 0.14 0.02 -0.11 0.110
H 6.1653 0.4937 -2.5248 -0.35 -0.13 -0.07 0.110
H 5.9702 2.7842 -1.5678 -0.15 0.02 -0.26 0.107
H 4.6683 2.4382 -2.7024 -0.04 -0.08 0.11 0.101
H 4.0719 1.7693 0.1925 0.10 0.06 -0.10 0.106
H 4.3865 3.4673 -0.0985 0.00 -0.11 -0.09 0.112
H 2.2041 1.7359 -1.3245 0.15 0.14 -0.22 0.117
H 2.5775 3.3683 -1.9396 0.04 -0.16 0.00 0.095
H 2.0620 2.7939 0.9873 -0.07 0.43 0.11 0.108
H 1.8803 4.3777 0.1285 0.11 -0.13 0.25 0.110
H -0.0424 3.3321 -1.1590 -0.05 -0.02 0.12 0.112
H 0.1807 1.8771 -0.1741 -0.27 0.14 -0.10 0.107
H -0.2569 4.5864 1.0997 -0.14 -0.07 -0.08 0.093
H -1.6752 3.6988 0.5988 0.11 -0.25 0.00 0.092
H -0.5147 3.6089 3.0744 0.05 -0.22 0.02 0.098
H 0.3439 2.2560 2.3576 -0.11 0.01 -0.07 0.102
H -1.4710 1.1985 3.3547 -0.24 0.10 -0.01 0.115
H -2.5798 2.5572 3.0526 -0.06 -0.23 -0.05 0.099
H -2.9087 1.8706 0.7662 0.21 -0.12 -0.18 0.107
H -1.4721 0.7686 0.8375 -0.21 0.07 -0.22 0.111
H -3.8658 0.1909 2.6091 -0.03 0.10 -0.12 0.150
H -2.4830 -2.9292 0.5263 0.14 0.05 0.16 0.053
H -3.5439 -3.1794 2.2582 0.19 0.07 0.06 0.044
H -4.9806 0.2370 0.5411 -0.19 -0.46 -0.17 0.142
H -2.3299 -0.4054 -0.8391 -0.11 -0.07 0.31 0.119
H -3.6085 0.7317 -1.2497 0.12 -0.03 0.23 0.106
H -3.5659 -2.2497 -1.6019 -0.52 -0.05 -0.03 0.109
H -5.0580 -1.2536 -1.8214 0.11 -0.30 -0.17 0.095
H -2.3996 -0.7106 -3.2988 -0.12 -0.08 0.03 0.120
H -3.9980 -0.0892 -3.7245 0.25 0.13 0.28 0.101
H -4.2735 -2.9312 -3.8008 0.19 0.05 0.01 0.118
H -4.3662 -1.7739 -5.1205 0.21 -0.08 0.01 0.116
H -0.7066 -3.2997 -4.4361 0.17 0.05 -0.48 0.143
N 5.0575 -8.6862 1.2448 -0.02 -0.02 0.02 -0.007
C 4.4923 -7.9337 2.2397 0.03 0.01 -0.02 -0.147
C 3.1336 -8.0697 2.1477 0.00 -0.04 0.02 -0.105
C 2.8680 -8.9433 1.0577 0.02 -0.02 0.06 -0.105
C 4.0738 -9.3065 0.5223 0.03 -0.01 0.00 -0.141
H 6.0410 -8.7699 1.0697 -0.01 0.00 0.01 0.138
H 5.1013 -7.3674 2.9232 -0.01 0.01 0.00 0.101
H 2.4095 -7.5963 2.7895 0.00 0.02 -0.01 0.092
H 1.9031 -9.2649 0.7063 0.01 0.04 -0.06 0.067
H 4.3146 -9.9491 -0.3070 -0.02 0.02 -0.01 0.103
N -0.6380 -8.3330 -0.0866 0.01 0.03 -0.07 -0.007
C -0.3728 -9.0921 -1.1957 -0.01 -0.04 0.05 -0.171
C -0.6981 -8.3465 -2.2980 -0.01 0.00 0.02 -0.118
C -1.1778 -7.0887 -1.8362 0.02 0.00 -0.08 -0.096
C -1.1228 -7.1100 -0.4698 -0.03 -0.02 0.08 -0.118
H -0.5025 -8.6282 0.8620 -0.02 0.04 0.01 0.133
H 0.0171 -10.0923 -1.1046 -0.01 0.00 -0.02 0.096
H -0.6088 -8.6684 -3.3228 0.01 0.00 0.00 0.083
H -1.5245 -6.2604 -2.4325 0.01 0.01 0.04 0.074
H -1.3931 -6.3614 0.2561 -0.02 0.03 -0.02 0.115
N -7.4610 -2.7053 -2.5850 -0.04 -0.04 -0.07 0.012
C -7.1914 -3.8246 -1.8489 0.04 0.05 0.11 -0.122
C -7.7488 -4.8945 -2.4976 -0.02 0.00 -0.03 -0.114
C -8.3755 -4.4000 -3.6756 0.02 -0.01 0.02 -0.125
C -8.1778 -3.0448 -3.7007 -0.01 0.09 0.00 -0.156
H -7.1725 -1.7750 -2.3411 0.05 -0.04 0.06 0.112
H -6.6268 -3.7597 -0.9324 0.04 0.02 -0.03 0.119
H -7.7088 -5.9185 -2.1658 0.02 0.00 0.00 0.086
H -8.9074 -4.9725 -4.4177 0.01 0.00 0.00 0.081
H -8.4844 -2.2972 -4.4128 -0.01 -0.01 0.00 0.097
N 3.8165 5.2598 -4.5978 0.02 -0.01 0.00 0.005
C 4.8500 5.3631 -5.4880 -0.02 0.00 0.00 -0.145
C 5.8873 5.9940 -4.8544 0.00 -0.01 0.01 -0.115
C 5.4625 6.2791 -3.5273 0.01 0.00 -0.02 -0.113
C 4.1812 5.8130 -3.4017 -0.05 -0.01 0.03 -0.150
H 2.9257 4.8406 -4.7917 0.01 -0.02 0.01 0.143
H 4.7602 4.9802 -6.4901 0.01 0.01 0.00 0.103
H 6.8449 6.2234 -5.2911 0.00 -0.01 0.00 0.087
H 6.0329 6.7673 -2.7550 0.00 0.00 0.00 0.088
H 3.5014 5.8238 -2.5666 0.02 0.00 0.01 0.103
N -7.0483 2.7267 -1.6033 -0.03 0.01 -0.02 0.003
C -7.2609 1.3925 -1.8190 0.03 0.00 -0.03 -0.150
C -8.1515 0.9506 -0.8782 -0.04 -0.01 -0.04 -0.107
C -8.4938 2.0655 -0.0652 0.00 0.00 0.00 -0.109
C -7.7978 3.1459 -0.5378 0.03 0.00 0.00 -0.147
H -6.4333 3.3069 -2.1424 0.02 -0.02 0.02 0.139
H -6.7546 0.8767 -2.6182 0.03 -0.01 0.03 0.099
H -8.5164 -0.0585 -0.7783 0.01 0.00 0.03 0.090
H -9.1700 2.0702 0.7731 0.01 -0.01 0.01 0.089
H -7.7699 4.1703 -0.2072 0.00 -0.01 0.02 0.101
N -3.1712 6.1731 2.3380 -0.04 -0.01 -0.03 0.010
C -4.2271 5.3356 2.5720 0.02 0.00 -0.03 -0.138
C -4.8156 5.7203 3.7471 0.01 0.01 0.00 -0.108
C -4.0841 6.8360 4.2403 0.01 0.02 0.07 -0.125
C -3.0760 7.0907 3.3474 0.04 -0.02 -0.01 -0.148
H -2.5561 6.1137 1.5468 0.03 -0.05 0.03 0.134
H -4.4677 4.5391 1.8877 0.01 -0.03 0.03 0.108
H -5.6728 5.2539 4.2030 0.00 0.00 0.00 0.091
H -4.2775 7.3875 5.1465 -0.03 0.01 -0.01 0.079
H -2.3042 7.8416 3.3447 -0.01 0.01 0.00 0.101
N -3.0140 6.9800 7.8904 -0.03 0.03 0.02 0.003
C -4.0739 6.1480 8.1217 0.02 -0.04 -0.05 -0.144
C -4.6613 6.5321 9.2975 0.00 0.03 0.01 -0.114
C -3.9272 7.6446 9.7938 -0.01 -0.01 -0.01 -0.120
C -2.9189 7.8962 8.9019 0.05 0.00 -0.02 -0.149
H -2.4018 6.9249 7.0964 -0.04 -0.03 -0.02 0.138
H -4.3169 5.3577 7.4319 0.00 0.00 0.01 0.108
H -5.5213 6.0686 9.7511 0.00 0.00 0.00 0.087
H -4.1182 8.1952 10.6998 0.00 0.00 0.00 0.085
H -2.1456 8.6454 8.9011 0.00 0.00 0.01 0.101
N 11.3210 -3.3850 -0.5005 0.03 0.02 0.00 0.000
C 12.6649 -3.3521 -0.7597 -0.02 -0.03 0.00 -0.151
C 12.9239 -2.2108 -1.4700 -0.01 0.02 0.00 -0.119
C 11.6870 -1.5288 -1.6422 0.02 -0.01 0.00 -0.108
C 10.7166 -2.2774 -1.0317 -0.02 -0.08 0.01 -0.125
H 10.8492 -4.1119 0.0042 0.00 0.01 0.01 0.136
H 13.3171 -4.1378 -0.4186 0.01 0.01 -0.01 0.100
H 13.8914 -1.8977 -1.8260 0.00 0.00 0.00 0.086
H 11.5287 -0.5950 -2.1552 0.00 0.00 0.00 0.089
H 9.6557 -2.1230 -0.9274 0.01 0.12 -0.03 0.085